# 1
Entry from OMol25: the ion C6H16N4S with charge +2 at a distorted geometry (wB97M-V/def2-TZVPD).

```
27
Properties=species:S:1:pos:R:3:forces:R:3
C 2.593281 -0.478524 0.010980 1.823 1.243 0.799
C -3.054079 -1.963089 0.306799 0.653 -0.375 -2.882
C -2.007833 0.777245 -0.844744 -1.024 0.420 -0.842
C 4.657067 0.606506 0.235048 1.798 3.238 -3.750
C -1.680830 -1.318231 0.670988 -2.757 1.511 -0.142
C -1.206532 -0.455524 -0.486003 1.233 -0.974 -0.270
N 1.308374 -0.717247 -0.454716 -0.056 0.248 0.306
N 3.242262 0.668751 -0.106765 -2.250 -1.149 -1.819
N 2.547503 1.692097 -0.866783 1.451 0.478 2.586
N 0.194786 -0.104721 -0.061579 0.009 1.113 -0.273
S 3.403603 -1.831729 0.636262 -0.393 -0.314 -0.052
H -3.779357 -1.191835 0.164433 -0.849 0.246 0.794
H -3.229132 -2.717609 1.011897 -0.935 -0.566 1.387
H -3.222984 -2.562505 -0.704908 1.412 1.241 1.655
H -2.177833 0.926728 -1.976450 0.617 -0.231 1.867
H -1.569583 1.667582 -0.388040 -0.029 0.145 -0.260
H -3.012290 0.687576 -0.389437 0.500 0.028 -0.274
H 5.266086 -0.030408 -0.451690 -0.821 -0.573 0.879
H 5.208529 1.586380 -0.073874 -1.425 -1.125 0.787
H 4.716568 0.546581 1.254937 0.702 -0.724 2.535
H -1.801291 -0.641137 1.564527 -0.034 -0.857 -0.620
H -1.013594 -2.084119 0.889265 1.487 -1.268 0.409
H -1.081199 -1.112524 -1.331612 0.081 -0.212 -0.508
H 1.369012 -1.558216 -1.030593 -1.496 -0.022 -0.089
H 3.172570 2.499799 -0.790014 -0.559 0.047 -0.156
H 2.454695 1.445214 -1.820244 0.235 -0.613 -1.320
H 0.252656 0.723418 0.583870 0.627 -0.955 -0.746
```
Positions in Å, forces in eV/Å.

HOMO (alpha / beta) = -17.66 / -17.79 eV
lowest unoccupied orbital energy (alpha / beta) = -11.308 / -10.164 eV
net charge = +2
HOMO-LUMO gap (alpha / beta) = 6.4 / 7.6 eV

=====

# 2
Entry from OMol25: a structure of composition C6H16N6STc (wB97M-V/def2-TZVPD).

```
30
Properties=species:S:1:pos:R:3:forces:R:3
Tc 0.626002 0.865827 0.877260 0.144 0.168 0.336
N 2.283212 0.074753 0.052252 0.114 0.043 0.005
C 2.159524 -1.334308 0.623067 -0.056 -0.070 -0.109
C 2.387213 -1.424517 2.127750 0.064 -0.068 0.022
C 1.171620 -1.099022 2.978398 -0.088 -0.108 0.002
N 0.757403 0.366765 2.856749 0.152 0.089 0.002
H 2.370082 0.035475 -0.972613 -0.077 0.015 -0.004
H 3.147517 0.528455 0.385930 0.044 -0.085 -0.051
H 2.869799 -1.956561 0.066446 0.029 0.023 0.005
H 1.169866 -1.722943 0.324716 0.020 0.029 -0.005
H 3.281837 -0.872983 2.437007 -0.011 0.031 0.009
H 2.623630 -2.473309 2.334591 0.045 0.011 0.025
H 1.357014 -1.292072 4.038045 0.043 0.046 0.007
H 0.309188 -1.702295 2.686035 -0.031 0.023 0.034
H 1.481437 0.951314 3.302007 -0.017 -0.048 0.064
H -0.079181 0.512786 3.436994 -0.060 0.011 -0.084
C -1.884404 5.431390 -0.431047 0.035 0.035 -0.043
C -2.119414 4.000647 -0.485926 -0.009 -0.024 -0.019
N -3.248277 3.442521 -1.021245 0.025 -0.053 -0.028
N -3.120845 2.152910 -0.927202 0.057 0.095 0.067
C -1.948111 1.771885 -0.343170 -0.002 -0.160 -0.051
S -1.375104 0.216873 -0.005089 -0.266 0.135 -0.197
N -1.322473 2.959120 -0.073238 -0.032 0.019 0.028
N -0.036074 2.962039 0.549431 -0.089 -0.142 -0.078
H -2.848647 5.949818 -0.362128 -0.001 -0.002 0.041
H -1.461448 5.755526 -1.404752 -0.028 -0.011 0.005
H -1.203254 5.750000 0.359472 0.002 -0.009 0.001
H -3.874679 1.546970 -1.282526 -0.004 0.003 0.006
H 0.609954 3.473895 -0.068050 0.021 -0.001 0.009
H -0.101485 3.511542 1.417035 -0.024 0.006 0.002
```
Positions in Å, forces in eV/Å.

HOMO (alpha / beta) = -24.89 / -25.24 eV
lowest unoccupied orbital energy (alpha / beta) = -16.864 / -18.916 eV
net charge = +4
spin multiplicity = 2
HOMO-LUMO gap (alpha / beta) = 8.0 / 6.3 eV

=====

# 3
Entry from OMol25: a cluster of 2 separate species, C6H16NO in total (wB97M-V/def2-TZVPD).

```
24
Properties=species:S:1:pos:R:3:forces:R:3
C -1.107295 -0.267860 -1.793796 -0.096 -0.321 0.263
C -2.062661 -0.734606 -0.695946 0.101 -0.335 0.136
C -1.624803 -2.118620 -0.185959 -0.268 0.369 0.070
C -2.061405 0.273500 0.453386 -0.410 -0.131 -0.135
H -1.438053 0.659241 -2.256582 -0.085 0.136 -0.120
H -0.140077 -0.110736 -1.319128 0.234 0.051 0.009
H -0.997770 -1.043618 -2.556040 -0.023 0.077 -0.141
H -3.084784 -0.837057 -1.085930 0.008 0.102 -0.122
H -2.299193 -2.436683 0.616770 0.055 -0.092 -0.012
H -0.612029 -2.041847 0.217090 0.053 -0.021 -0.063
H -1.674025 -2.860539 -0.988529 0.091 -0.025 0.027
H -2.321124 1.260478 0.053992 0.130 0.069 0.162
H -2.828413 0.012101 1.199704 0.214 0.021 -0.066
H -1.062825 0.277807 0.904381 -0.021 0.139 -0.007
C 2.398639 2.159341 0.402621 0.344 0.097 0.064
N 3.064625 0.873370 0.565594 0.000 -0.177 -0.008
C 2.162216 -0.084199 1.295262 -0.381 -0.183 -0.321
O 0.997936 -0.333940 0.676859 0.136 0.018 0.076
H 1.351602 2.053467 0.104895 -0.080 0.053 -0.030
H 2.941130 2.770801 -0.326219 -0.094 -0.038 -0.089
H 2.458166 2.709599 1.348085 -0.164 -0.056 0.043
H 3.114301 0.445669 -0.356775 0.054 0.104 -0.039
H 2.036709 0.372197 2.301699 0.111 0.058 0.195
H 2.789131 -0.997863 1.424557 0.092 0.085 0.105
```
Positions in Å, forces in eV/Å.

HOMO = -2.85 eV
lowest unoccupied orbital energy = 4.062 eV
net charge = -1
HOMO-LUMO gap = 6.9 eV

=====

# 4
Entry from OMol25: a cluster of 2 separate species, C6H16NO in total at a distorted geometry (wB97M-V/def2-TZVPD).

```
24
Properties=species:S:1:pos:R:3:forces:R:3
C 1.278026 -0.729808 2.217371 -0.024 0.638 -1.590
C 0.701815 0.012798 0.993709 -1.456 0.526 1.072
C -0.706979 -0.494362 0.667405 -1.033 -0.679 -1.014
C -0.748455 -1.369287 -0.584818 -0.127 0.308 0.543
C -0.478804 -1.028900 -1.833532 0.896 -1.237 -1.045
C -0.422145 -2.087782 -2.955060 -1.132 1.197 1.259
N 0.518820 1.511124 1.356610 -0.388 -1.244 -0.657
H 0.505874 -0.894495 2.961552 -0.024 0.103 0.116
H 1.561456 -1.685555 1.785883 0.409 -0.229 0.495
H 2.114863 -0.166595 2.623768 0.266 -0.415 0.145
H 1.268471 0.005735 0.069010 0.488 -0.087 0.233
H -1.462653 0.293226 0.565157 0.390 0.411 -0.262
H -1.197350 -1.111783 1.424593 0.726 0.109 0.497
H -1.040301 -2.393368 -0.374662 -0.062 -0.014 -0.215
H -0.019169 -0.103835 -2.174241 -0.504 0.478 0.502
H 0.491254 -1.865080 -3.494590 0.095 -0.773 -0.266
H -1.293035 -1.996769 -3.606403 0.187 0.289 -0.267
H -0.555640 -3.055885 -2.481116 0.703 -0.296 -0.291
H -0.066818 1.513131 2.180221 0.067 0.355 0.549
H -0.024190 1.991589 0.621468 0.276 0.365 -0.085
H 1.403535 1.973773 1.504270 0.221 0.298 0.243
H -0.583133 4.403093 0.098949 -0.234 -0.701 -0.004
H -0.547187 3.754920 -1.245938 -0.126 -0.376 -0.111
O -0.698256 3.524114 -0.319606 0.387 0.975 0.155
```
Positions in Å, forces in eV/Å.

HOMO = -12.74 eV
lowest unoccupied orbital energy = -3.146 eV
net charge = +1
HOMO-LUMO gap = 9.6 eV

=====

# 5
Entry from OMol25: a cluster of 3 separate species, C6H16NO in total at a distorted geometry (wB97M-V/def2-TZVPD).

```
24
Properties=species:S:1:pos:R:3:forces:R:3
C -2.439892 -1.191274 -0.649575 -0.876 -0.268 -1.443
O -1.312788 2.107745 1.015580 0.200 -0.646 0.197
C -1.087748 -0.650537 -1.108562 0.152 -1.513 2.511
C -0.265554 -0.297048 0.260590 2.785 0.564 0.503
C 1.120260 0.359897 0.009150 1.279 0.720 -0.044
C 1.318707 1.369401 1.111443 0.523 0.275 0.529
C 2.401127 -0.495789 -0.149963 -1.995 -1.270 -0.198
N -0.210875 -1.528901 -1.672187 -0.577 1.215 -1.815
H -3.104750 -1.510844 -1.458308 0.136 0.122 -0.163
H -2.261744 -2.090649 -0.063547 0.048 0.177 0.248
H -1.571244 3.007361 0.770053 0.006 -0.081 -0.198
H -1.021148 0.309026 -1.661906 0.026 0.323 0.114
H -0.736060 0.680377 0.610563 -1.371 0.464 0.657
H -0.128159 -1.240409 0.794452 -0.150 -0.119 0.025
H 1.110341 0.898981 -0.945589 -0.671 0.146 0.067
H 0.412013 2.029131 1.323054 -0.204 -0.404 -0.162
H 2.072210 2.124408 0.850276 -0.090 0.053 0.049
H 1.728877 0.899314 2.013409 -0.081 -0.173 -0.018
H 2.042341 -1.243057 -0.861429 0.860 -0.172 -0.229
H 2.638596 -1.056690 0.751950 0.314 0.255 0.188
H 3.237314 0.052925 -0.565146 0.032 0.129 0.195
H -3.006050 -0.443694 -0.094981 0.332 0.128 0.182
H -0.697166 -2.090979 -2.396246 -0.141 -0.717 0.702
H -0.238606 0.001305 2.116919 -0.539 0.789 -1.896
```
Positions in Å, forces in eV/Å.

HOMO = -12.96 eV
lowest unoccupied orbital energy = -9.034 eV
net charge = +1
HOMO-LUMO gap = 3.9 eV